Record 1
A structure of composition C2H17O7V in a non-equilibrium geometry. Source: the OMol25 dataset; level of theory: ωB97M-V/def2-TZVPD.

The geometry in XYZ format:
```
27
Properties=species:S:1:pos:R:3:forces:R:3:lowdin_charge:R:1
V 0.297741 -0.471074 -0.508111 -0.4 1.2 0.5 0.890
C -2.323259 0.547926 1.791889 2.3 2.5 0.7 -0.064
C -1.663259 1.684926 0.909889 0.2 -2.8 -2.2 -0.310
O -0.432259 1.207926 0.450889 2.5 -1.2 -0.2 -0.442
H -3.241259 0.880926 2.085889 -2.8 1.0 1.0 0.030
H -1.757259 0.427926 2.738889 0.0 0.1 -0.5 0.088
H -2.518259 -0.411074 1.418889 0.2 -1.3 -1.4 0.027
H -1.464259 2.629926 1.399889 -0.7 0.1 0.5 0.108
H -2.102259 1.808926 -0.123111 -1.3 0.5 1.6 0.126
O 1.074741 2.947926 -0.815111 -0.7 0.3 -1.2 -0.048
H 0.419741 2.507926 -0.228111 -0.3 -0.5 0.3 0.004
H 1.904741 2.790926 -0.408111 1.2 0.0 0.7 0.026
O 0.793741 0.736926 -2.353111 -1.6 -1.3 0.9 -0.029
H 1.580741 0.531926 -2.804111 1.5 -0.5 -1.2 0.049
H 0.952741 1.588926 -1.940111 0.0 1.7 0.6 0.009
O -1.537259 -1.589074 -1.014111 -1.0 -0.7 -0.2 -0.054
H -1.381259 -2.360074 -1.568111 0.3 0.0 -0.4 0.080
H -2.451259 -1.785074 -0.720111 0.6 0.8 0.2 0.112
O 0.127741 -1.799074 1.187889 -1.1 0.8 -0.9 -0.024
H -0.493259 -1.878074 1.903889 -0.6 0.2 0.5 0.092
H 0.899741 -2.239074 1.439889 1.9 -1.1 0.8 0.052
O 1.445741 -2.195074 -1.351111 -0.4 0.1 -0.1 -0.035
H 1.298741 -3.098074 -1.088111 -0.3 -0.6 0.2 0.083
H 2.324741 -2.209074 -1.718111 0.5 0.2 -0.3 0.087
O 2.401741 -0.167074 0.279889 1.2 0.3 -2.0 -0.050
H 2.575741 -0.137074 1.202889 0.2 0.3 1.4 0.068
H 3.266741 0.045926 -0.171111 -1.4 -0.3 0.8 0.127
```
Forces are in eV/Å.

As for the energy above the lowest of the compared OMol25 structures with the same formula, charge and spin: 0.0 kcal/mol. The spin multiplicity is 4. The value obtained for the HOMO energy (spin up / spin down) is -10.616 / -11.337 eV. For the max |F|, the calculation gives 0.0695 Eh/bohr. The HOMO-LUMO gap (spin up / spin down) is 0.2534 / 0.2797 hartree. Its total charge is +1.

Record 2
A cluster of 5 separate species, CH12NO4 in total in a non-equilibrium geometry. Source: the OMol25 dataset; level of theory: ωB97M-V/def2-TZVPD.

The geometry in XYZ format:
```
18
Properties=species:S:1:pos:R:3:forces:R:3:lowdin_charge:R:1
C 0.370191 -1.648466 2.008486 1.6 -3.2 0.3 0.115
N 1.260102 -0.823677 1.651461 -1.1 2.6 -0.2 0.154
H 0.510284 -2.174019 3.019940 -0.8 0.9 -1.5 0.147
H -0.129636 -2.138001 1.136654 -0.7 0.8 1.1 0.116
H 0.990588 -0.177959 0.784274 1.4 -1.0 0.4 0.104
H 1.903988 -0.424965 2.346803 -0.2 -0.2 -0.4 0.156
H -1.643417 2.782843 1.165778 1.5 -0.6 1.3 0.099
H -0.997642 3.131061 2.509290 0.0 0.8 1.0 0.029
O -0.896689 2.523164 1.796726 -1.4 -0.3 -2.5 -0.067
H 0.456382 1.746482 0.310205 0.9 -1.7 -0.9 0.090
H 0.969723 1.368249 -1.101157 0.0 -0.5 -0.4 0.065
O 0.907475 0.990112 -0.217388 -1.2 2.3 1.6 -0.062
H -0.495362 -2.577892 -2.318676 -0.1 0.2 -0.9 0.029
H -0.601708 -3.689941 -1.297634 -0.2 -0.8 -0.1 0.031
O -0.441130 -2.761635 -1.394165 0.3 0.6 1.2 -0.038
H -0.092776 0.925578 -3.873570 -1.0 0.6 0.3 0.056
H -1.362954 1.812543 -3.385648 0.7 -0.5 -0.4 0.051
O -0.707412 1.136518 -3.141374 0.4 -0.1 0.1 -0.075
```
Forces are in eV/Å.

As for the energy above the lowest of the compared OMol25 structures with the same formula, charge and spin: 29.7 kcal/mol. The spin multiplicity is 1. The value obtained for the HOMO energy is -14.574 eV. For the max |F|, the calculation gives 0.0702 Eh/bohr. The HOMO-LUMO gap is 0.3695 hartree. Its total charge is +1.

Record 3
The molecule C18H25N3O. Source: the OMol25 dataset; level of theory: ωB97M-V/def2-TZVPD.

The geometry in XYZ format:
```
47
Properties=species:S:1:pos:R:3:forces:R:3:lowdin_charge:R:1
C -1.305164 -1.995394 -1.771265 0.2 0.0 0.1 -0.092
C -0.453843 -2.348562 -0.555667 -0.2 -0.1 0.0 -0.243
C -1.215152 -2.246257 0.771497 0.2 0.2 0.0 -0.171
C -1.117398 -0.872092 1.444104 0.2 -0.7 0.2 -0.126
N -1.722544 0.174228 0.661954 0.2 0.4 -0.1 0.051
C -1.169037 1.038737 -0.236488 -0.5 0.3 0.0 -0.327
N 0.180212 1.166931 -0.540931 0.0 -0.1 -0.3 0.185
C 1.258687 1.230592 0.304810 0.2 0.2 -0.3 -0.423
O 1.184227 1.003601 1.490443 0.0 0.1 0.3 0.084
C 2.540167 1.588635 -0.436070 0.3 0.1 0.0 -0.237
C 2.963353 0.435371 -1.359624 -0.1 -0.1 0.0 -0.155
C 3.452875 -0.765637 -0.555787 0.2 0.1 -0.2 -0.195
C 4.629910 -0.366007 0.326939 -0.2 -0.1 0.2 -0.200
C 4.203448 0.736916 1.288772 0.2 0.0 -0.1 -0.197
C 3.676014 1.949888 0.526864 -0.3 -0.1 0.2 -0.151
N -2.039374 1.754625 -0.898289 0.5 0.2 -0.2 0.172
C -3.264824 1.372033 -0.417959 0.0 -0.6 0.4 -0.232
C -4.541491 1.805565 -0.753711 0.1 0.0 0.0 -0.020
C -5.605736 1.226532 -0.094950 -0.1 0.1 -0.1 -0.102
C -5.418442 0.241610 0.875898 -0.1 -0.1 0.1 -0.099
C -4.157588 -0.201769 1.223574 0.1 -0.1 0.1 -0.022
C -3.083312 0.373875 0.565738 -0.5 0.5 -0.4 -0.165
H -2.167109 -2.656610 -1.834017 -0.1 0.0 0.0 0.076
H -0.722209 -2.110604 -2.682848 0.0 0.0 -0.1 0.071
H -1.666789 -0.972084 -1.729507 -0.1 0.1 -0.1 0.056
H 0.423723 -1.699826 -0.521628 0.1 0.0 0.0 0.081
H -0.095411 -3.373277 -0.677999 0.1 0.0 0.0 0.105
H -0.809353 -2.971698 1.479460 -0.1 0.0 0.1 0.111
H -2.265445 -2.494657 0.604376 0.0 -0.1 0.1 0.106
H -0.075853 -0.612914 1.633954 -0.2 0.0 0.0 0.102
H -1.637393 -0.905500 2.406770 0.1 0.1 0.0 0.129
H 0.291815 1.589372 -1.453506 0.0 -0.1 0.1 0.151
H 2.318113 2.467404 -1.054642 0.0 -0.1 0.0 0.147
H 2.130313 0.140743 -2.002668 0.1 0.0 -0.1 0.106
H 3.773661 0.787402 -2.002722 0.0 0.0 -0.1 0.121
H 2.644950 -1.140821 0.076336 -0.1 -0.1 0.0 0.104
H 3.745496 -1.566509 -1.238359 -0.1 0.0 0.0 0.113
H 4.986117 -1.232004 0.887891 0.1 0.0 0.0 0.109
H 5.451342 -0.011375 -0.300997 0.1 0.0 0.0 0.113
H 3.420094 0.363187 1.947727 0.1 0.0 0.1 0.105
H 5.049010 1.041752 1.908464 0.0 0.0 0.1 0.111
H 3.318157 2.697461 1.236981 0.1 0.1 0.0 0.119
H 4.488639 2.393968 -0.053640 0.0 0.1 0.0 0.119
H -4.681250 2.569008 -1.501792 0.0 0.1 -0.1 0.108
H -6.611725 1.540455 -0.331547 -0.1 0.0 0.0 0.097
H -6.281569 -0.183674 1.366358 -0.1 0.0 0.0 0.098
H -4.022305 -0.962604 1.977698 0.0 -0.1 0.1 0.106
```
Forces are in eV/Å.

As for the energy above the lowest of the compared OMol25 structures with the same formula, charge and spin: 0.0 kcal/mol. The spin multiplicity is 1. The value obtained for the HOMO energy is -8.181 eV. For the max |F|, the calculation gives 0.0152 Eh/bohr. The HOMO-LUMO gap is 0.3280 hartree. Its total charge is 0.